(1)
83
Properties=species:S:1:pos:R:3:forces:R:3:lowdin_charge:R:1 method="wB97M-V/def2-TZVPD" energy_ev=-82554.951 lumo_energy_ev=-0.37 e_above_lowest_kcal_mol=5.0 total_charge=0 gap_ev=7.51
Pd 0.810 1.228 0.377 1.0 0.6 -0.2 0.78
O 1.407 5.099 1.703 0.0 0.0 0.0 0.07
C 1.575 3.931 1.411 0.1 0.1 0.1 -0.60
O 0.759 3.266 0.647 -0.3 -0.1 0.0 -0.18
C 2.884 3.239 1.838 0.0 0.0 -0.1 -0.10
C 3.561 2.617 0.610 -0.1 0.0 0.0 -0.24
C 5.032 2.300 0.870 0.0 0.0 0.0 -0.09
C 4.935 1.067 1.802 0.0 0.0 0.1 -0.09
C 3.425 0.899 1.931 0.0 0.0 0.0 -0.24
O 2.984 1.276 0.584 0.2 0.0 0.2 -0.21
C 2.827 2.004 2.807 -0.1 0.0 0.0 -0.10
C 1.431 1.641 3.388 0.2 0.2 0.0 -0.64
O 1.130 2.134 4.466 -0.1 0.0 0.0 0.04
O 0.741 0.826 2.685 -0.1 -0.2 0.0 -0.15
H 3.496 4.029 2.266 0.0 0.0 0.0 0.15
H 3.344 3.117 -0.331 0.0 0.0 0.0 0.16
H 5.535 2.046 -0.063 0.0 0.0 0.0 0.11
H 5.550 3.146 1.318 0.0 0.0 0.0 0.12
H 5.395 0.190 1.350 0.0 0.0 0.0 0.11
H 5.395 1.232 2.776 0.0 0.0 0.0 0.12
H 3.056 -0.099 2.151 0.0 0.0 0.0 0.15
H 3.475 2.200 3.660 0.0 0.0 0.0 0.15
C -3.641 -4.085 2.523 0.0 0.0 0.1 -0.42
S -4.762 -3.889 1.127 0.0 0.0 0.0 0.80
C -3.573 -3.403 -0.141 0.0 0.0 0.0 -0.53
C -2.974 -2.019 0.068 0.0 0.0 0.0 -0.25
C -2.032 -1.639 -1.076 0.0 -0.1 0.1 -0.22
N -1.038 -0.648 -0.669 0.0 0.2 -0.4 -0.38
P -1.161 1.038 -0.470 -0.4 -0.4 -0.3 0.88
C -2.595 1.358 0.539 0.1 0.2 0.1 -0.33
C -3.836 1.664 -0.012 0.0 -0.1 0.0 -0.08
C -4.930 1.810 0.825 0.0 0.0 0.0 -0.08
C -4.774 1.672 2.199 0.0 0.0 0.0 -0.07
C -3.527 1.398 2.747 -0.1 0.0 0.0 -0.05
C -2.426 1.244 1.920 0.1 0.0 0.0 -0.06
C -1.356 1.846 -2.065 -0.1 0.1 0.0 -0.33
C -1.167 3.230 -2.079 0.0 0.0 0.0 -0.07
C -1.221 3.914 -3.282 0.0 0.0 0.0 -0.06
C -1.443 3.227 -4.469 0.0 0.0 0.0 -0.08
C -1.609 1.850 -4.456 0.0 0.0 0.0 -0.08
C -1.567 1.156 -3.255 0.0 0.0 0.0 -0.09
P 0.650 -0.772 -0.494 -0.5 -0.4 0.1 0.89
C 1.354 -1.071 -2.127 0.1 -0.1 0.1 -0.33
C 1.112 -2.251 -2.833 0.0 0.0 0.0 -0.10
C 1.582 -2.396 -4.127 0.0 0.0 0.0 -0.07
C 2.306 -1.368 -4.720 0.0 0.0 0.0 -0.07
C 2.555 -0.197 -4.022 0.0 0.0 0.0 -0.07
C 2.078 -0.045 -2.728 0.0 0.0 0.0 -0.08
C 0.969 -2.208 0.540 0.1 0.1 0.0 -0.31
C 1.900 -3.192 0.222 0.0 0.0 0.0 -0.08
C 2.130 -4.236 1.107 0.0 0.0 0.0 -0.08
C 1.446 -4.288 2.312 0.0 0.0 0.0 -0.07
C 0.547 -3.283 2.650 0.0 0.0 0.0 -0.06
C 0.315 -2.237 1.774 0.0 0.0 0.0 -0.09
H -4.220 -4.503 3.344 0.0 0.0 0.0 0.03
H -3.221 -3.134 2.850 0.0 0.0 0.0 0.03
H -2.835 -4.777 2.277 0.0 0.0 0.0 0.04
H -4.112 -3.458 -1.090 0.0 0.0 0.0 0.08
H -2.779 -4.155 -0.179 0.0 0.0 0.0 0.08
H -2.407 -1.999 1.000 0.0 0.0 0.0 0.09
H -3.775 -1.285 0.169 0.0 0.0 0.0 0.10
H -2.603 -1.277 -1.934 0.0 0.0 0.0 0.11
H -1.491 -2.528 -1.414 0.0 0.0 0.0 0.11
H -3.946 1.782 -1.084 0.0 0.0 0.0 0.11
H -5.902 2.040 0.409 0.0 0.0 0.0 0.11
H -5.631 1.795 2.850 0.0 0.0 0.0 0.11
H -3.407 1.321 3.819 0.0 0.0 0.0 0.11
H -1.436 1.059 2.335 0.0 0.0 0.0 0.08
H -0.939 3.757 -1.158 0.0 0.0 0.0 0.11
H -1.071 4.986 -3.293 0.0 0.0 0.0 0.11
H -1.474 3.766 -5.407 0.0 0.0 0.0 0.10
H -1.765 1.311 -5.382 0.0 0.0 0.0 0.10
H -1.673 0.080 -3.258 0.0 0.0 0.0 0.09
H 0.559 -3.062 -2.374 0.0 0.0 0.0 0.10
H 1.389 -3.310 -4.673 0.0 0.0 0.0 0.11
H 2.679 -1.485 -5.730 0.0 0.0 0.0 0.11
H 3.116 0.605 -4.484 0.0 0.0 0.0 0.11
H 2.253 0.873 -2.179 0.0 0.0 0.0 0.09
H 2.448 -3.148 -0.711 0.0 0.0 0.0 0.10
H 2.849 -5.005 0.856 0.0 0.0 0.0 0.11
H 1.627 -5.102 3.001 0.0 0.0 0.0 0.11
H 0.045 -3.300 3.608 0.0 0.0 0.0 0.11
H -0.335 -1.418 2.061 0.0 0.0 0.0 0.09

(2)
78
Properties=species:S:1:pos:R:3:forces:R:3:lowdin_spin:R:1 method="wB97M-V/def2-TZVPD" multiplicity=5 energy_ev=-72291.374 lumo_energy_ev="-5.81 / -10.07" e_above_lowest_kcal_mol=0.0 total_charge=+2 gap_ev="6.05 / 3.21"
Pd -0.889 -0.944 -0.128 -0.1 0.9 0.7 0.76
C 5.642 -1.243 3.220 3.5 -1.4 1.4 0.34
C 4.610 -0.529 2.757 -3.0 2.7 -2.1 0.34
C 4.562 0.398 1.561 -0.7 0.2 0.6 0.06
C 4.439 -0.285 0.146 -0.9 1.2 0.2 0.04
C 5.360 -1.372 -0.206 -0.5 -1.0 0.0 0.00
C 6.585 -1.561 0.243 0.8 -1.0 0.3 0.00
C 7.283 -0.731 1.283 0.7 0.8 -0.1 0.02
C 7.068 -1.114 2.778 -0.5 -0.4 -1.1 0.06
C -0.626 -2.901 -0.516 -0.5 -1.7 0.2 0.43
H 5.475 -1.912 4.071 -0.1 0.1 -0.3 0.01
H 3.661 -0.531 3.321 0.7 -0.3 0.0 0.01
H 5.402 1.107 1.520 0.0 -0.4 0.4 0.02
H 3.657 1.029 1.692 0.6 -0.4 -0.1 0.00
H 3.384 -0.584 0.065 0.5 -0.1 -0.1 0.00
H 4.560 0.521 -0.599 -0.1 -0.1 0.3 0.00
H 4.893 -2.108 -0.860 0.5 0.1 -0.3 0.00
H 7.205 -2.398 -0.140 -0.7 0.4 0.2 0.00
H 7.040 0.336 1.152 0.5 -0.4 -0.1 0.00
H 8.367 -0.877 1.088 -0.6 0.5 0.3 0.00
H 7.538 -2.092 2.910 0.1 0.0 0.5 0.01
H 7.629 -0.379 3.396 -0.4 -0.4 0.0 0.03
H -0.791 -3.064 0.568 0.1 -0.8 -0.6 0.04
H 0.367 -3.191 -0.888 -0.6 0.2 0.1 0.03
H -1.476 -3.129 -1.166 0.4 -0.5 0.4 0.02
P -2.438 0.525 1.042 -0.3 2.0 1.8 0.17
P -2.100 -0.254 -1.899 -1.5 1.1 -3.6 0.19
C -1.942 1.807 -0.140 0.2 -0.4 -1.6 0.01
C -1.800 1.474 -1.453 -0.6 0.4 1.4 0.01
C -3.970 1.349 1.806 -0.5 -0.3 -0.2 0.05
C -4.131 2.748 1.825 0.0 0.2 -0.1 0.01
C -5.310 3.342 2.315 0.3 0.0 -0.1 0.00
C -6.352 2.549 2.803 0.1 0.0 -0.1 0.00
C -6.190 1.161 2.814 0.0 0.2 0.0 0.00
C -5.020 0.571 2.324 0.2 0.1 -0.1 0.00
C -1.142 0.958 2.291 -0.2 0.0 -0.1 0.02
C 0.153 0.646 1.863 0.1 0.0 0.1 0.02
C 1.164 0.514 2.816 0.0 0.2 -0.5 0.00
C 0.971 0.967 4.111 -0.5 0.2 0.4 0.01
C -0.271 1.514 4.472 -0.3 -0.3 -0.4 0.01
C -1.360 1.438 3.584 0.3 -0.3 0.3 0.01
C -3.549 0.084 -3.153 -0.1 0.2 0.1 0.06
C -4.747 0.660 -2.691 0.0 -0.2 -0.1 0.01
C -5.807 0.943 -3.566 0.3 -0.1 -0.1 0.00
C -5.684 0.689 -4.939 0.3 -0.2 0.2 0.01
C -4.471 0.192 -5.426 0.2 0.0 0.3 0.00
C -3.407 -0.088 -4.546 -0.1 -0.2 0.1 0.02
C -0.784 -0.679 -3.107 -0.1 0.3 0.3 0.03
C -0.653 -2.023 -3.491 0.6 0.3 0.2 0.02
C 0.489 -2.432 -4.172 -0.3 0.4 -0.1 0.00
C 1.414 -1.481 -4.607 0.1 0.2 0.1 0.01
C 1.231 -0.128 -4.306 -0.3 0.3 0.0 0.00
C 0.134 0.290 -3.533 0.4 -0.7 -0.1 0.01
H -1.765 2.791 0.287 -0.1 0.0 -0.5 0.00
H -1.686 2.185 -2.261 0.3 0.3 0.2 0.00
H -3.341 3.405 1.445 -0.4 -0.2 0.2 0.00
H -5.418 4.441 2.312 0.2 -0.7 0.0 0.00
H -7.282 3.019 3.171 0.7 -0.4 -0.2 0.00
H -7.001 0.548 3.207 0.3 0.0 -0.1 0.00
H -4.920 -0.508 2.341 -0.1 0.0 0.0 0.00
H 0.356 0.545 0.765 0.1 0.0 1.1 0.00
H 2.089 0.036 2.509 -0.2 0.4 0.1 0.00
H 1.767 0.893 4.856 -0.3 0.1 -0.2 0.00
H -0.434 1.937 5.458 0.1 -0.1 -0.1 0.00
H -2.372 1.718 3.911 0.6 -0.1 -0.2 0.00
H -4.857 0.896 -1.632 -0.1 -0.1 -0.1 0.00
H -6.741 1.360 -3.188 0.3 -0.1 0.0 0.00
H -6.523 0.869 -5.626 0.5 0.0 0.4 0.00
H -4.348 0.011 -6.502 0.0 0.1 0.6 0.00
H -2.464 -0.443 -4.967 -0.4 0.0 0.2 0.00
H -1.397 -2.757 -3.198 0.1 0.1 0.0 0.00
H 0.639 -3.486 -4.354 0.0 0.0 -0.3 0.00
H 2.276 -1.792 -5.199 -0.2 0.1 0.2 0.00
H 1.923 0.633 -4.676 -0.1 -0.4 0.1 0.00
H 0.003 1.343 -3.257 0.2 -0.5 -0.2 0.00
S 2.714 -3.437 2.312 0.1 -0.3 0.3 0.65
C 1.936 -2.393 1.369 -0.5 1.2 -1.3 0.10
N 1.476 -1.601 0.614 0.9 -1.0 1.2 0.33

(3)
85
Properties=species:S:1:pos:R:3:forces:R:3:lowdin_charge:R:1 method="wB97M-V/def2-TZVPD" energy_ev=-181893.491 lumo_energy_ev="-4.24 / -4.25" e_above_lowest_kcal_mol=31.0 total_charge=+1 gap_ev="6.14 / 6.14"
Ce 1.020 1.128 -1.132 -0.2 1.5 -0.2 0.04
C -1.025 -3.458 2.651 0.1 -0.3 -0.3 -0.07
C -0.008 -3.179 3.766 0.0 1.3 -0.3 -0.37
C 0.660 -4.456 4.188 2.0 0.6 0.0 -0.09
C 0.953 -1.985 3.390 -0.2 -0.8 0.9 -0.19
C 2.362 -2.070 3.501 -0.9 -0.8 -0.4 -0.03
C 3.162 -0.931 3.420 0.2 -1.3 -0.7 -0.05
C 2.595 0.295 3.160 -1.0 0.3 0.0 -0.29
C 3.405 1.528 3.028 1.6 -0.8 0.2 -0.05
C 1.192 0.415 3.016 0.4 -1.3 0.3 -0.02
C 0.375 -0.740 3.130 0.9 1.4 0.4 -0.05
H -1.692 -4.274 2.933 -0.3 0.3 0.3 0.08
H -0.594 -3.853 1.710 0.2 0.5 0.5 0.06
H -1.600 -2.558 2.431 -0.2 -0.1 -0.1 0.06
H -0.592 -2.830 4.656 0.4 -0.1 -0.7 0.15
H 1.303 -4.868 3.389 -0.3 0.1 0.3 0.09
H -0.092 -5.158 4.416 -0.8 -1.0 0.3 0.06
H 1.303 -4.318 5.086 -0.4 -0.1 -0.5 0.10
H 2.807 -3.088 3.550 -0.2 0.9 0.4 0.12
H 4.250 -1.062 3.428 -0.4 0.2 0.3 0.12
H 2.876 2.292 3.528 -0.1 1.2 0.6 0.08
H 3.478 1.799 1.993 0.0 0.3 -0.6 -0.01
H 4.460 1.414 3.404 -1.1 0.2 -0.1 0.11
H 0.801 1.425 2.885 -0.2 -0.3 -0.1 0.09
H -0.702 -0.582 3.135 0.2 -0.3 -0.1 0.08
C 4.062 1.341 -4.204 0.5 0.2 1.8 0.07
C 3.689 0.618 -2.915 1.7 0.5 -1.0 -0.50
O 2.543 0.240 -2.670 -1.9 -0.2 0.2 -0.16
N 4.664 0.352 -2.071 0.0 -0.4 0.8 0.12
C 4.577 -0.108 -0.685 0.1 -0.2 0.4 -0.10
C 3.582 -1.189 -0.347 0.8 0.9 -0.4 -0.24
C 3.945 -2.506 -0.337 1.0 -0.6 0.6 0.02
C 2.988 -3.471 -0.077 -0.3 1.4 -0.1 -0.01
C 1.728 -3.016 0.241 -0.7 -1.3 0.0 -0.01
C 1.439 -1.653 0.267 0.4 -1.7 0.1 -0.14
N 2.358 -0.764 -0.027 -0.3 0.6 -0.5 0.02
H 3.564 2.292 -4.159 -0.7 0.4 -0.3 0.08
H 3.786 0.753 -5.034 -0.6 -0.5 -1.0 0.09
H 5.117 1.594 -4.275 0.1 -0.3 0.2 0.10
H 5.541 0.772 -2.235 0.9 0.4 -0.6 0.14
H 4.390 0.721 -0.021 -0.3 0.5 0.0 0.04
H 5.583 -0.413 -0.430 0.2 -0.5 0.0 0.14
H 5.002 -2.785 -0.354 -0.4 0.2 -0.6 0.14
H 3.220 -4.502 -0.140 0.1 -0.8 0.2 0.12
H 1.007 -3.806 0.482 -0.1 0.8 -0.1 0.11
H 0.467 -1.323 0.559 -0.7 0.3 0.2 0.10
S 0.022 3.119 0.447 -0.3 -0.7 0.2 0.20
As 1.525 4.067 -0.795 -0.3 1.1 -0.4 -0.35
S 0.833 3.173 -2.747 0.1 -0.7 0.1 0.24
S 3.194 2.820 -0.378 0.3 -1.0 -0.2 0.24
S 1.731 6.094 -0.822 0.0 0.1 0.0 0.07
Cl -0.574 -0.984 -3.077 0.1 0.3 0.7 0.74
C -2.146 -1.381 -2.312 0.8 -0.1 -1.1 -0.58
C -2.606 -2.639 -2.669 1.2 1.6 0.5 -0.10
C -3.864 -2.939 -2.287 -0.6 -1.4 -0.7 -0.08
C -4.700 -2.016 -1.727 0.2 1.6 1.6 -0.05
C -4.210 -0.764 -1.314 0.6 -0.9 -0.1 -0.03
C -2.856 -0.442 -1.612 -1.1 0.6 0.2 -0.38
P -2.134 1.217 -1.269 0.4 -1.0 -0.3 1.00
C -2.871 1.617 0.323 -0.8 0.7 0.7 -0.42
C -2.541 0.759 1.367 1.0 -0.5 -0.5 -0.13
C -2.848 1.076 2.676 0.0 0.1 0.6 -0.08
C -3.454 2.277 3.011 -0.9 0.8 -0.6 -0.04
C -3.820 3.144 1.964 0.7 -1.6 0.2 -0.05
C -3.585 2.788 0.649 0.4 -0.7 -0.2 -0.08
C -2.774 2.200 -2.645 -0.9 -0.5 0.0 -0.35
C -3.388 1.607 -3.770 0.5 1.0 0.0 -0.06
C -3.679 2.417 -4.863 -0.5 -0.3 1.4 -0.05
C -3.591 3.797 -4.728 0.2 -0.9 -1.0 -0.08
C -3.027 4.382 -3.640 0.2 0.1 1.2 -0.06
C -2.624 3.573 -2.577 0.6 0.6 0.1 -0.13
H -1.925 -3.270 -3.183 0.1 -0.7 -0.3 0.10
H -4.168 -3.944 -2.474 -0.6 -0.5 -0.1 0.12
H -5.678 -2.297 -1.411 -0.6 -0.2 -0.1 0.11
H -4.828 -0.126 -0.669 0.3 -0.1 -0.6 0.13
H -1.936 -0.152 1.138 -0.6 0.6 0.3 0.10
H -2.559 0.404 3.467 0.0 -0.2 0.1 0.10
H -3.782 2.553 4.027 0.6 -0.4 -0.5 0.12
H -4.278 4.071 2.144 -0.7 1.0 0.4 0.10
H -3.998 3.405 -0.120 0.2 0.4 -0.5 0.10
H -3.698 0.581 -3.806 0.4 -0.5 0.1 0.10
H -4.107 1.935 -5.715 -0.3 0.1 -0.5 0.10
H -3.941 4.394 -5.526 -0.2 0.7 -0.8 0.10
H -2.918 5.458 -3.623 0.0 0.0 0.3 0.12
H -2.145 3.995 -1.689 -0.1 0.1 -0.3 0.10